# 1
Computed, not measured: CH4IPS in the gas phase, with ωB97M-V/def2-TZVPD.

Results
Spin multiplicity: 1

Structure (XYZ):
```
8
CH4IPS ωB97M-V/def2-TZVPD
C 0.131 -0.044 -0.239
P -1.576 0.723 0.063
H -2.362 -0.042 -0.847
S 1.626 1.250 0.381
H 0.111 -0.876 0.438
I 3.314 -0.410 0.257
H 0.406 -0.430 -1.276
H -1.649 -0.171 1.223
```

Here are the natural (NBO) charges for atoms 1 to 4, given in e: atom 1 (C): -0.713, atom 2 (P): 0.287, atom 3 (H): -0.011, atom 4 (S): -0.067

***

# 2
Computed, not measured: a 7-piece molecular cluster, C22H34Cl11N2O4 overall, with ωB97M-V/def2-TZVPD.

Results
Spin multiplicity: 1
Net charge: +1

Structure (XYZ):
```
73
C22H34Cl11N2O4 ωB97M-V/def2-TZVPD
H -0.521 -3.056 4.055
H -0.658 -3.764 2.496
C 3.110 1.116 -8.780
Cl 2.207 3.439 2.485
C -0.569 -0.966 -3.680
Cl -4.751 -0.963 5.088
H 4.190 1.013 -8.722
C -4.006 0.660 5.273
C -0.524 -3.115 -0.593
C 1.304 -0.259 -5.197
H -0.084 -2.753 0.335
H 1.585 1.480 5.453
C -0.937 -1.660 -2.532
H 2.823 0.736 -4.192
H -2.400 3.883 -0.350
Cl -1.063 -1.056 5.824
H -1.605 -3.137 -0.635
Cl 1.250 -4.497 3.828
C 2.453 0.543 -5.191
H 1.864 -2.786 -1.333
C 0.672 -0.404 -6.439
H 0.856 -0.111 -8.602
C 3.005 1.000 -6.372
C -0.018 0.082 4.924
H -3.672 0.818 6.296
H -0.565 0.636 4.162
O -0.336 0.244 1.445
H 2.759 -1.444 -3.310
C 1.235 0.061 -7.606
Cl -0.124 5.579 -0.896
H 1.323 0.354 6.649
Cl 5.029 1.793 2.004
O -1.897 -1.420 1.960
O -2.191 -0.054 0.066
H 3.738 0.975 0.196
H -1.126 -6.115 3.721
H -4.484 2.761 5.104
Cl -1.226 2.477 -2.037
H 0.673 -0.497 4.307
H 2.789 0.412 -9.546
C -0.261 4.061 -0.048
C 1.697 -1.530 -3.125
C 2.354 1.929 1.522
C -0.421 -4.004 3.530
H -3.125 0.631 4.638
H 3.896 1.610 -6.338
C 0.765 0.909 5.895
H 2.811 2.139 -9.000
Cl -2.985 -4.662 3.416
H -0.212 4.240 1.025
C 0.796 -0.898 -3.980
C 1.242 -2.274 -2.055
H -5.370 1.831 3.908
Cl -0.293 2.010 6.880
H -0.288 -0.904 -6.458
H -0.078 -4.107 -0.698
C -4.929 1.790 4.898
H -1.988 -1.615 -2.276
O -2.540 0.801 2.236
H 3.816 2.692 0.144
H -1.662 2.483 0.277
C 3.725 1.858 0.838
H -1.425 -5.151 5.126
H 0.639 3.510 -0.312
Cl -1.749 -0.084 1.437
C -1.366 -5.104 4.041
N 2.448 0.673 -7.548
H -1.289 -0.704 -4.441
N -0.069 -2.350 -1.781
H 1.490 1.985 0.862
Cl -6.356 1.882 6.037
C -1.490 3.292 -0.434
H 2.105 1.056 2.124
```

Here are the Löwdin charges for atoms 1 to 4, given in e: atom 1 (H): 0.007, atom 2 (H): 0.027, atom 3 (C): 0.038, atom 4 (Cl): 0.563

***

# 3
Computed, not measured: C4H6O2 in the gas phase, with ωB97M-V/def2-TZVPD.

Results
Spin multiplicity: 1

Structure (XYZ):
```
12
C4H6O2 ωB97M-V/def2-TZVPD
C 0.077 -0.266 -0.407
C -0.249 1.115 -0.977
H -0.383 -2.042 -0.987
H 1.481 -0.813 1.256
H -0.720 -1.050 1.590
O 0.155 2.141 -0.477
O 0.099 -1.289 -1.346
C 0.983 -0.009 0.726
H -0.976 1.154 -1.803
H -1.507 0.408 0.929
C -0.595 -0.204 0.921
H 1.635 0.855 0.574
```

Here are the natural (NBO) charges for atoms 1 to 4, given in e: atom 1 (C): 0.092, atom 2 (C): 0.420, atom 3 (H): 0.480, atom 4 (H): 0.220

***

# 4
Computed, not measured: a 2-piece molecular cluster, C3H7N2 overall, with ωB97M-V/def2-TZVPD.

Results
Spin multiplicity: 1
Net charge: +1

Structure (XYZ):
```
12
C3H7N2 ωB97M-V/def2-TZVPD
H -0.606 -2.840 -0.227
H -2.204 -0.585 0.649
H 0.445 2.150 -1.154
H -2.280 -2.184 1.086
H 0.572 -0.933 -1.924
N -1.698 -1.427 0.850
N 1.672 2.171 0.451
H 2.196 1.717 1.188
C -0.813 -1.764 -0.136
H 1.829 3.222 0.431
C 0.831 1.551 -0.291
C 0.054 -1.077 -0.924
```

Here are the natural (NBO) charges for atoms 1 to 4, given in e: atom 1 (H): 0.289, atom 2 (H): 0.406, atom 3 (H): 0.163, atom 4 (H): 0.408

***

# 5
Computed, not measured: an isolated ion of composition C9H21NO3P and charge +1, with ωB97M-V/def2-TZVPD.

Results
Spin multiplicity: 1
Net charge: +1

Structure (XYZ):
```
35
C9H21NO3P ωB97M-V/def2-TZVPD
H 2.287 0.706 -1.952
H -0.814 0.337 2.159
H -0.402 2.605 0.327
C 0.073 1.550 -2.143
H 0.927 1.952 1.085
H 1.109 -1.528 -1.435
H -1.166 -2.747 1.158
H 0.770 1.130 -2.907
H -3.862 -0.196 1.104
H 1.959 -0.847 1.380
C -0.124 -1.074 0.717
P -2.297 0.281 -0.540
H -2.660 2.521 -0.718
O -2.758 -0.050 -1.993
C 1.336 -1.477 0.621
H 1.280 2.895 -0.322
C 0.590 2.250 0.190
C 1.782 -1.081 -0.778
C -0.483 -0.696 2.242
O -3.196 -0.547 0.430
H 0.020 2.614 -2.225
H -0.426 -2.860 -0.417
H -0.948 1.197 -2.385
H -2.308 -0.877 -2.443
N -0.444 -0.021 -0.248
H -1.876 -1.871 -0.279
H 2.587 0.696 0.043
C 1.924 0.393 -0.869
H 2.782 -1.665 -0.862
H 1.261 -2.562 0.941
H 0.418 -0.669 2.786
C 0.468 1.028 -0.728
C -1.010 -2.233 0.218
O -2.652 1.730 -0.147
H -1.320 -1.295 2.492
```

Here are the natural (NBO) charges for atoms 1 to 4, given in e: atom 1 (H): 0.236, atom 2 (H): 0.202, atom 3 (H): 0.192, atom 4 (C): -0.624

***

# 6
Computed, not measured: a 2-piece molecular cluster, C6H11N2 overall, with ωB97M-V/def2-TZVPD.

Results
Spin multiplicity: 1
Net charge: +1

Structure (XYZ):
```
19
C6H11N2 ωB97M-V/def2-TZVPD
H -0.492 1.960 1.638
H 1.825 -2.216 -0.491
N 2.164 1.767 -0.083
H 0.064 -3.459 0.578
H 1.434 2.053 0.581
C 2.152 0.457 -0.339
C 0.119 -2.445 0.574
C -1.085 1.288 1.095
H 0.444 0.075 0.634
C 1.054 -1.736 -0.069
H -2.440 0.409 -1.814
H -3.802 0.888 -0.721
C -2.799 0.426 -0.712
C -1.890 0.995 0.255
H -0.685 -1.871 1.076
H -2.801 -0.737 -0.478
H 3.012 0.127 -0.943
H 2.552 2.368 -0.743
N 1.174 -0.349 -0.037
```

Here are the natural (NBO) charges for atoms 1 to 4, given in e: atom 1 (H): 0.243, atom 2 (H): 0.207, atom 3 (N): -0.719, atom 4 (H): 0.230

***

Calculated values (eV/A) of F_max for the records, taken in order: 3.0 1.9 1.3 2.3 5.1 4.8.
Calculated values (eV) of HOMO level for the records, taken in order: -8.8 -10.9 -9.8 -13.3 -12.5 -13.7.
Calculated values (eV) of total energy for the records, taken in order: -29325.213 -172267.683 -8337.745 -6192.265 -26588.208 -9370.818.